1.
102
Properties=species:S:1:pos:R:3:forces:R:3:mulliken_charge:R:1 method="wB97M-V/def2-TZVPD" e_tot_ha=-8384.546319 spin_multiplicity=2 charge=-2
H -1.985 -1.627 0.550 0.103 -0.027 -0.122 -0.27
Cs -0.221 1.080 0.606 1.204 -1.804 1.028 0.74
H 2.363 5.991 5.917 -0.001 0.014 -0.010 0.36
H -3.065 -2.536 2.895 0.031 -0.002 0.003 0.28
H -1.604 0.321 -3.835 -0.027 0.025 0.030 0.97
H 2.702 -2.585 -4.993 0.019 0.003 0.009 0.19
H 1.883 0.632 6.119 -0.003 -0.002 -0.003 0.52
N 2.502 -0.726 1.743 -0.171 0.025 -0.035 0.51
C 0.360 -1.723 -6.556 0.009 -0.009 -0.004 -1.18
C 2.474 0.152 5.346 0.012 -0.010 0.003 -1.24
H 0.906 -2.282 -7.307 0.000 0.006 -0.008 0.37
H 4.108 -0.272 6.683 0.004 0.000 0.000 0.36
H -3.464 1.551 3.394 -0.150 0.061 -0.153 0.18
O -2.711 1.542 1.459 -0.974 0.242 0.202 0.05
C -1.972 -4.943 0.776 0.020 0.023 -0.074 -0.51
O -4.104 1.329 -1.446 0.064 -0.080 -0.084 -0.81
C 3.835 -1.601 -0.162 -0.021 -0.019 -0.029 -0.80
H -5.588 -3.793 -2.928 -0.005 0.008 -0.007 0.41
Cl -2.189 3.077 -3.872 0.200 -0.138 0.008 -0.41
Cl -2.016 4.171 5.341 0.008 -0.081 -0.009 -0.22
Cl -0.689 4.892 -1.511 -0.079 -0.026 -0.043 -0.46
H 0.955 0.382 3.804 -0.010 -0.032 -0.006 1.01
C -2.847 -3.050 1.958 -0.054 -0.008 0.013 -0.72
O -1.064 0.215 3.012 -0.003 -0.154 1.158 -0.22
Cl 1.032 3.401 -4.233 -0.082 -0.137 0.103 -0.50
H 4.531 -0.810 -0.503 0.008 -0.007 0.003 0.34
N 4.501 -1.574 2.240 -0.006 0.025 0.035 0.03
N 2.655 -1.674 -0.987 -0.036 0.036 0.017 0.11
C -1.337 1.405 3.476 -1.110 0.036 -0.057 -0.34
H 3.332 4.855 3.917 0.008 -0.020 0.014 0.41
N -0.294 2.387 3.177 0.213 0.291 0.287 0.68
H 5.497 -1.405 4.970 0.004 0.008 0.008 0.38
C 2.321 4.648 4.240 0.016 0.021 0.011 -0.65
O -1.880 1.653 -1.300 -0.676 0.521 -1.005 -0.47
C -2.500 -4.523 2.139 -0.003 0.002 -0.008 -0.53
N 1.951 -2.050 -4.600 -0.019 0.029 -0.017 -0.06
C -3.019 -3.630 -4.466 -0.011 0.048 0.016 -1.17
O 0.465 -4.083 1.151 -0.031 0.080 0.079 -0.64
H -1.202 -1.109 -7.877 -0.005 -0.004 -0.002 0.36
C 0.448 5.057 5.684 -0.013 -0.005 0.016 -0.57
C 0.113 -0.887 -4.269 -0.007 -0.042 -0.023 -0.03
H -3.870 -3.744 -5.140 -0.001 -0.003 0.001 0.38
C 1.955 0.051 4.066 -0.012 0.007 0.021 0.34
C 1.773 5.287 5.345 0.006 -0.027 0.002 -0.44
C -2.659 1.988 2.790 0.291 -0.155 0.567 -1.11
H -2.201 -3.138 -4.995 0.034 0.031 -0.030 0.12
C -1.069 -0.238 -4.593 -0.049 -0.034 0.008 -0.17
C -1.663 -2.394 1.251 0.051 0.028 -0.045 1.27
H -1.705 -4.641 2.880 -0.003 0.007 0.001 0.17
H -2.419 0.204 -6.186 0.014 0.017 -0.015 0.48
H -0.020 5.610 6.488 0.003 0.009 -0.005 0.39
H 4.382 -2.551 -0.236 -0.005 -0.010 -0.001 0.35
P -3.438 -2.618 -3.022 -0.012 -0.143 0.171 1.18
H -2.703 3.079 2.864 -0.063 0.007 -0.139 0.34
C -4.800 -3.522 -2.224 0.045 0.055 0.008 -1.30
H 3.512 -2.709 -2.575 0.008 -0.006 0.005 0.37
H 0.204 -2.923 5.938 0.013 0.013 0.023 0.25
C 1.879 -1.570 -3.305 -0.006 -0.047 -0.009 0.02
H -4.331 2.579 0.671 0.016 0.035 0.042 0.31
C 4.010 -1.068 3.428 -0.002 0.027 -0.018 0.44
H -3.737 -2.979 1.324 -0.014 0.051 0.027 0.27
H 3.772 -0.960 -2.644 -0.010 -0.005 -0.011 0.35
C -3.089 1.748 -0.888 -0.178 0.126 -0.060 0.17
O -1.559 1.357 4.917 -0.019 0.089 0.060 -0.70
H -5.263 -1.356 -3.935 0.001 0.008 0.006 0.45
C 1.562 3.749 3.526 -0.006 -0.037 -0.032 0.54
O 0.876 2.488 -1.251 -0.373 1.057 -1.434 -0.32
H -0.966 -1.943 1.958 0.113 -0.031 -0.049 -0.55
C 3.739 -0.363 5.668 -0.012 -0.003 0.001 -0.42
H 5.372 -2.050 2.104 0.001 -0.010 -0.033 0.19
H -1.439 -5.893 0.763 -0.007 -0.010 -0.042 0.50
H -4.188 -0.341 -2.920 -0.012 -0.014 0.028 0.05
C 3.034 -1.740 -2.376 0.020 0.009 0.001 -0.69
C -4.225 -1.139 -3.672 0.016 0.111 0.011 -0.63
C -1.517 -0.323 -5.900 0.008 -0.025 0.003 -1.09
H 1.889 -2.361 5.706 0.007 0.001 0.029 -0.27
H -3.360 -5.118 2.457 0.008 -0.020 -0.018 0.37
Ge -0.393 2.963 -2.535 0.282 0.146 0.671 1.17
H -2.755 -4.942 0.013 -0.010 0.038 0.019 -0.05
H -3.697 -0.796 -4.560 -0.011 -0.013 0.040 0.05
C 4.526 -0.995 4.717 0.002 -0.018 0.004 -1.20
O -2.289 -2.440 -2.099 -0.147 0.006 -0.061 -0.42
H -2.680 -4.609 -4.125 -0.005 0.005 -0.005 0.35
Cl 2.254 3.007 2.134 0.108 0.098 0.077 -0.03
C -0.321 4.149 4.981 -0.007 0.029 0.004 0.50
C 1.190 -3.177 5.568 0.037 0.100 -0.131 0.33
H -5.214 -2.880 -1.445 -0.011 -0.023 0.010 0.34
N 0.800 -0.903 -3.069 -0.024 -0.004 0.038 0.15
C 3.546 -1.323 1.275 0.063 0.021 0.021 0.20
C -0.821 -1.064 -6.864 0.006 -0.007 -0.010 -0.65
C 2.751 -0.549 3.096 0.021 -0.020 0.015 -0.63
O 1.592 1.320 -1.155 1.444 -0.167 -1.185 -0.39
C 0.818 -1.604 -5.250 -0.003 0.014 0.000 0.56
H 2.046 -0.870 -0.834 -0.009 0.132 -0.012 -0.15
H -1.552 0.398 5.037 0.050 0.019 -0.020 0.41
C -3.262 2.424 0.495 -0.110 -0.033 -0.093 -0.54
Cl 1.779 -4.561 6.544 0.008 -0.023 0.024 -0.25
C 0.222 3.369 3.906 0.011 -0.106 -0.035 -0.78
S -0.725 -3.680 0.328 0.064 -0.066 0.070 0.43
H -2.739 3.390 0.486 0.037 -0.011 0.100 0.28
Cl 1.075 -3.546 3.857 -0.072 -0.107 0.052 -0.01
H -4.394 -4.421 -1.758 -0.022 -0.011 -0.013 0.25

***

2.
93
Properties=species:S:1:pos:R:3:forces:R:3:mulliken_charge:R:1 method="wB97M-V/def2-TZVPD" de_lowest_kj_mol=11.6 spin_multiplicity=1 charge=-2
C -1.069 0.088 -5.684 0.029 -0.011 0.078 -1.28
P 0.533 -1.596 -0.662 0.205 -0.405 -0.162 0.67
H 2.555 -0.705 0.281 -0.033 -0.049 0.020 -0.34
H 2.764 1.897 2.017 0.074 0.042 -0.037 0.37
C -1.819 3.585 -5.409 0.087 -0.030 0.061 -1.25
H -2.064 -0.639 -0.324 -0.010 -0.051 0.015 0.41
H -0.596 -0.769 -6.173 -0.025 0.024 0.008 0.43
C -0.343 -3.499 4.365 0.006 -0.019 -0.017 -0.79
C 1.747 -1.356 0.679 -0.434 0.107 0.062 -0.91
O 0.127 -0.346 -1.345 -0.524 -1.734 -0.499 0.40
Se 3.914 1.304 -0.697 0.495 0.130 0.017 -0.74
H -1.041 -0.784 -3.698 -0.001 -0.017 0.040 0.13
C 4.751 0.738 4.484 -0.009 -0.004 -0.029 -0.60
C -2.424 2.642 1.982 0.133 0.062 0.111 -0.16
H -3.446 2.087 3.711 -0.116 -0.028 0.014 0.18
H 3.199 -1.669 -1.687 -0.001 -0.047 -0.059 0.26
N -2.643 2.522 3.305 -0.094 -0.112 0.280 0.33
C -3.278 -3.543 0.941 0.018 -0.036 0.042 -0.56
H -2.746 3.962 -4.971 0.000 -0.005 -0.015 0.29
C 0.627 -3.756 -2.467 0.088 0.029 0.045 -0.38
H -1.424 0.058 3.313 -0.003 -0.054 0.032 0.04
C -0.930 -3.741 0.458 -0.088 0.021 0.054 -0.13
Se 3.645 4.657 1.668 -0.014 -0.065 -0.022 -0.79
Sb 3.769 3.869 -0.677 -0.120 -0.158 -0.029 0.79
C -2.109 -4.299 0.928 0.013 0.031 0.006 -0.83
H 4.310 -3.048 -3.400 -0.038 0.004 0.019 0.45
C -3.942 0.317 -2.878 0.053 0.076 -0.032 -0.95
H 1.295 -3.232 3.014 -0.006 0.022 0.043 0.41
H -2.118 -5.319 1.292 0.001 0.007 -0.005 0.40
C -0.791 3.500 3.237 0.203 -0.022 -0.254 1.15
C -3.305 1.505 -3.602 -0.022 -0.168 0.099 -0.95
C 2.662 -2.494 -2.151 -0.057 0.026 0.008 -0.63
H 0.515 5.184 3.178 0.012 -0.021 -0.014 0.40
C -1.488 -2.937 4.917 -0.020 0.004 -0.034 -0.61
H -4.173 -1.631 0.521 0.058 -0.025 -0.014 0.47
H -0.414 -3.933 -2.225 0.002 -0.013 -0.009 0.38
H -3.437 1.426 -4.681 -0.019 0.001 -0.018 0.40
H 2.377 -1.664 4.418 -0.002 -0.056 -0.005 0.32
C 0.502 4.154 3.538 -0.024 -0.048 0.012 -0.90
C 4.276 1.569 3.483 0.043 -0.013 0.081 -0.99
C 4.066 -0.429 4.816 -0.009 0.050 -0.012 -0.72
C 0.034 -1.487 3.087 -0.093 0.012 -0.042 0.59
C -0.924 -2.426 -0.002 -0.006 -0.030 0.010 0.17
C 2.583 -4.275 -3.767 -0.023 0.019 0.027 -0.43
N -0.495 3.508 0.796 0.117 -0.055 0.065 -0.55
H -0.017 -4.326 0.448 -0.012 -0.006 -0.002 0.51
As -1.390 1.642 -3.126 -0.109 0.282 -0.208 0.60
P 1.035 -0.377 2.047 0.276 -0.109 0.365 0.62
Se 5.648 4.807 -1.914 -0.062 -0.058 0.008 -0.80
C -3.270 -2.231 0.491 -0.033 0.014 0.051 -0.68
S -3.389 2.135 0.704 -0.005 -0.003 0.013 -0.44
H -1.376 4.401 -5.988 -0.030 -0.017 0.009 0.38
H -3.776 2.435 -3.280 -0.012 0.031 0.015 0.46
C 1.255 -4.520 -3.441 0.004 0.013 0.012 -0.75
O 0.249 0.773 1.521 -0.093 -0.536 0.929 0.71
C 3.283 -3.259 -3.128 0.007 0.019 0.010 -0.74
N -1.237 3.290 1.954 0.213 0.280 -0.246 0.33
C -1.886 -1.663 4.538 0.006 -0.014 -0.062 -0.51
H 3.070 -4.868 -4.532 0.001 0.002 0.001 0.36
H -4.196 -3.982 1.319 0.044 0.029 -0.028 0.39
C -0.842 3.119 -4.330 -0.144 0.001 -0.154 -0.55
C 2.439 0.048 3.099 0.097 0.127 -0.071 0.65
H 0.370 0.165 -4.068 0.005 -0.004 0.028 0.57
H 1.334 3.654 3.030 -0.046 0.053 -0.001 -0.12
H 4.780 2.491 3.214 -0.067 -0.019 -0.053 0.38
K 0.935 1.627 -0.668 0.378 2.064 -0.085 0.91
H -2.148 -0.001 -5.841 0.031 0.023 -0.004 0.25
C -2.093 -1.670 0.015 0.001 0.064 0.036 -0.44
H -0.727 0.988 -6.201 -0.013 -0.038 0.020 0.22
Se 1.531 4.442 -1.663 0.216 0.361 -0.214 -0.71
H 4.424 -1.064 5.619 -0.003 -0.003 -0.015 0.41
H -1.108 3.621 -0.005 -0.170 0.105 0.098 0.22
H 0.705 -5.300 -3.955 0.004 0.016 0.014 0.40
H -2.791 -1.231 4.950 0.035 0.001 -0.008 0.42
H 2.170 -2.301 1.025 -0.006 0.005 -0.025 0.61
N -1.651 3.039 4.096 -0.207 -0.092 -0.124 -0.97
C 3.119 1.229 2.791 -0.120 -0.167 0.046 -0.24
H -0.039 -4.501 4.648 -0.010 0.039 -0.021 0.41
H 5.661 0.999 5.014 -0.047 -0.009 -0.011 0.37
C -0.714 0.128 -4.200 -0.014 -0.020 -0.166 -0.53
H -0.580 3.948 -3.675 0.040 0.039 0.049 0.19
H -2.086 2.789 -6.108 -0.004 0.020 0.019 0.25
H -3.863 0.442 -1.795 -0.002 -0.010 -0.033 -0.02
H -3.442 -0.621 -3.137 -0.023 0.019 0.001 0.23
H 0.152 4.294 0.860 -0.052 -0.020 0.042 0.26
H 0.670 4.146 4.613 -0.036 -0.019 -0.038 0.30
H -2.075 -3.501 5.633 0.020 0.031 -0.025 0.37
C -1.130 -0.940 3.623 0.040 0.012 -0.006 -0.35
H 0.105 2.803 -4.772 0.031 0.006 0.006 0.43
H -5.001 0.210 -3.130 -0.004 -0.009 0.012 0.48
C 1.332 -2.751 -1.807 0.111 0.023 0.010 0.44
C 0.411 -2.779 3.450 -0.058 0.002 -0.080 -0.40
C 2.914 -0.773 4.129 -0.024 0.081 -0.057 -0.81